48
Properties=species:S:1:pos:R:3 method="wB97M-V/def2-TZVPD" e_lumo_ev=3.56 charge=-2 relative_energy_kj_mol=130.5 homo_ha=0.0135
Zr 0.172 0.995 0.306
Cl 0.117 3.278 -0.246
Cl -2.137 0.455 -0.108
S 0.662 1.833 3.624
O 3.091 3.230 -1.723
O 0.001 -1.500 1.950
O 1.765 0.066 -0.239
O 2.037 2.142 3.300
O -0.316 2.869 3.789
N 0.122 0.732 2.444
C 0.115 -0.672 4.269
C -3.195 -0.437 -3.220
C 0.351 -0.394 7.051
C -1.341 -2.813 -2.196
C 0.444 -1.056 -2.730
C 0.603 0.707 6.222
C 0.049 -0.600 2.805
C -1.360 2.083 -3.643
C 0.489 0.533 4.839
C 1.618 -1.940 -2.783
C -1.740 -0.402 -3.039
C -0.904 0.724 -3.297
C -0.025 -1.616 6.467
C 0.445 0.325 -3.084
C -0.906 -1.471 -2.607
C 1.648 1.139 -3.279
C -0.124 -1.781 5.077
H -3.409 -0.683 -4.270
H 1.555 2.144 -2.846
H -2.109 -2.794 -1.413
H -3.659 -1.203 -2.593
H -1.703 2.141 -4.687
H 1.677 -2.337 -3.813
H 2.550 -1.411 -2.567
H 0.455 -0.286 8.140
H 2.507 0.694 -2.761
H -2.187 2.407 -2.993
H -3.665 0.528 -3.005
H 2.850 3.635 -0.862
H 2.575 -0.289 0.202
H -0.501 -3.398 -1.808
H -0.223 -2.456 7.117
H -1.749 -3.326 -3.077
H 1.872 1.231 -4.354
H 0.867 1.679 6.628
H -0.366 -2.724 4.604
H 1.536 -2.787 -2.096
H -0.551 2.808 -3.496

107
Properties=species:S:1:pos:R:3 method="wB97M-V/def2-TZVPD" e_lumo_ev=-9.15 charge=+3 homo_ha=-0.5796
Mo -0.112 0.042 0.674
As 3.768 -1.188 -3.580
Ge -3.124 -0.010 2.218
S 2.285 -2.083 -1.963
S 1.741 0.850 -0.663
S 0.885 -0.591 -1.766
S 3.239 0.743 -3.751
P -1.094 -2.163 0.195
P 0.021 -0.157 3.194
P -1.540 1.555 -0.692
F -1.537 1.207 1.785
C -2.003 5.965 0.536
C -5.434 0.964 -1.800
C -2.674 -3.459 -3.909
C -3.302 1.031 -0.621
C 0.279 -2.722 4.046
C -5.337 0.322 0.497
C 0.386 -3.126 0.636
C -2.742 5.431 -0.511
C 3.085 2.403 2.417
C 2.214 -1.350 4.525
C -4.300 -3.888 3.000
C -1.414 -3.884 -3.513
C -2.932 -2.263 -1.841
C -0.897 0.364 5.706
C -1.065 0.946 -4.737
C -0.900 -3.498 -2.282
C -1.074 1.677 -2.442
C 0.601 2.557 3.679
C 1.412 3.676 3.596
C 2.649 3.602 2.965
C 1.464 -2.324 1.012
C -3.560 0.829 5.072
C -1.790 0.736 6.700
C -2.579 4.104 -0.871
C 2.686 -2.846 1.373
C -3.968 -2.545 3.095
C -1.321 0.225 4.385
C -2.668 0.456 4.079
C 1.041 1.339 3.156
C -2.435 -2.779 1.253
C -3.737 -4.669 2.000
C 0.901 -3.810 4.631
C -1.462 0.759 -3.422
C -3.054 -1.977 2.206
C -4.069 1.212 -1.774
C -0.254 2.018 -5.080
C -3.116 0.977 6.381
C 0.560 -4.506 0.620
C -1.657 -2.681 -1.445
C 2.288 1.272 2.512
C -1.069 5.182 1.196
C -0.237 2.742 -2.792
C -6.078 0.525 -0.657
C -0.892 3.855 0.832
C 0.941 -1.493 3.982
C -3.968 0.572 0.527
C 2.829 -2.447 5.113
C 2.840 -4.226 1.362
C 2.182 -3.672 5.156
C 1.785 -5.047 0.984
C 0.171 2.910 -4.104
C -1.665 3.302 -0.183
C -2.799 -4.121 1.138
C -3.433 -2.652 -3.071
H -2.072 -0.098 -3.158
H -0.834 -4.532 -4.157
H -0.247 -5.159 0.319
H 3.285 4.476 2.915
H 1.082 4.613 4.025
H 0.386 -4.759 4.690
H 1.919 -6.121 0.965
H -3.073 -3.772 -4.865
H -7.144 0.340 -0.659
H 2.714 -0.390 4.516
H 0.082 3.452 -2.039
H -1.404 0.260 -5.502
H -3.820 1.280 7.145
H 3.514 -2.207 1.654
H -4.425 -1.933 3.867
H -3.448 6.046 -1.053
H -1.451 0.837 7.722
H -0.366 2.626 4.160
H -3.593 1.561 -2.680
H -5.008 -4.320 3.694
H 2.664 0.324 2.143
H -4.026 -5.706 1.895
H -0.135 3.263 1.328
H -4.426 -2.339 -3.370
H -2.151 6.996 0.828
H -4.598 1.014 4.828
H 2.669 -4.522 5.616
H -0.728 -2.812 3.652
H 0.143 0.180 5.949
H -5.992 1.118 -2.713
H 3.813 -2.336 5.549
H 0.071 -3.851 -1.970
H -0.477 5.609 1.995
H 0.049 2.162 -6.109
H 0.805 3.745 -4.369
H -3.158 3.704 -1.692
H -2.365 -4.730 0.356
H 3.793 -4.655 1.641
H -5.841 -0.034 1.390
H -3.531 -1.648 -1.177
H 4.049 2.346 1.929
H 1.312 -1.225 1.011

11
Properties=species:S:1:pos:R:3 method="wB97M-V/def2-TZVPD" e_lumo_ev=-0.84 relative_energy_kj_mol=228.1 homo_ha=-0.3729
F 1.975 -1.190 -0.167
O 1.642 1.505 -0.077
N -2.621 0.002 -0.137
N -0.717 1.108 0.076
C 0.758 -0.629 0.208
C -1.364 -0.202 -0.056
C -0.382 -1.324 0.100
C 0.618 0.848 0.169
H -0.803 -2.394 0.190
H -1.325 1.989 -0.172
H -3.198 -0.856 0.007

43
Properties=species:S:1:pos:R:3 method="wB97M-V/def2-TZVPD" e_lumo_ev=-4.83 charge=+1 relative_energy_kj_mol=610.6 homo_ha=-0.4399
N 0.631 1.541 -5.679
N 1.337 -1.866 0.153
N -2.752 2.743 2.059
N 0.271 0.888 0.011
C 1.683 -4.220 1.624
C 1.513 1.697 0.364
C -0.022 3.442 1.965
C 1.245 -3.083 -0.424
C 1.472 3.017 1.347
C -1.941 1.376 4.109
C 1.406 -4.276 0.261
C 1.604 -1.843 1.478
C 0.700 -0.869 -5.571
C -1.315 2.522 1.548
C -1.106 1.237 0.546
C 1.079 0.426 -3.585
C 0.898 1.564 -4.354
C -4.134 0.489 2.591
C -2.974 1.620 2.841
C 0.539 0.324 -6.256
C 1.785 -2.981 2.247
C 0.977 -0.813 -4.208
H -2.514 1.073 5.108
H 1.032 -3.074 -1.490
H -1.288 2.321 4.357
H 0.328 0.037 -0.614
H -0.170 4.358 2.679
H 1.319 -5.226 -0.254
H 2.001 -2.903 3.307
H -2.024 0.552 0.260
H -5.189 0.970 2.427
H -1.205 0.506 3.754
H 1.671 -0.853 1.919
H 2.548 1.350 -0.059
H 0.326 0.333 -7.322
H 2.410 3.657 1.674
H -4.130 -0.266 3.510
H 1.295 0.504 -2.525
H 0.966 2.554 -3.913
H 1.817 -5.134 2.194
H -3.815 -0.145 1.644
H 1.111 -1.727 -3.638
H 0.614 -1.819 -6.086

10
Properties=species:S:1:pos:R:3 method="wB97M-V/def2-TZVPD" e_lumo_ev=-3.22 homo_ha=-0.2394
Ag 0.989 4.976 0.393
Na -0.866 0.158 0.945
O 1.132 2.608 -0.023
O -3.598 -2.824 0.662
C 1.635 1.784 -0.829
C -2.414 -2.599 0.657
C 2.097 0.815 -1.427
C -1.198 -2.240 0.761
H 2.514 0.113 -2.125
H -0.291 -2.792 0.987

14
Properties=species:S:1:pos:R:3 method="wB97M-V/def2-TZVPD" e_lumo_ev=1.19 relative_energy_kj_mol=231.5 homo_ha=-0.3552
O 1.075 0.892 0.692
C 0.074 -0.064 -0.858
C 1.481 0.429 -0.618
C -0.316 0.921 0.252
C -1.219 -0.132 0.883
C -0.319 -1.181 0.197
H -0.390 -0.042 -1.850
H 2.290 -0.311 -0.632
H -0.748 -2.121 -0.151
H 0.511 -1.411 0.875
H -0.637 1.957 0.114
H -1.386 -0.132 1.963
H 1.767 1.298 -1.227
H -2.184 -0.105 0.360

Respective gap between HOMO and LUMO values: 3.2, 6.6, 9.3, 7.1, 3.3, 10.9 eV.